The following is a DFT calculation (ωB97M-V/def2-TZVPD) of an isolated molecule of C7H9NO2 at a distorted geometry.

Geometry as ORCA input:
```
! wB97M-V def2-TZVPD RIJCOSX def2/J DEFGRID3
* xyz 0 1
C 0.411 2.199 0.335
C -0.015 0.975 -0.126
C 1.451 -1.193 -0.506
C 1.219 0.113 -0.097
C 2.767 -1.836 -0.437
C -2.556 1.541 -0.212
C -1.348 0.639 -0.372
N 2.264 1.003 0.251
O 3.483 0.829 0.423
O 1.779 2.282 0.452
H -0.243 3.058 0.704
H 0.625 -1.834 -0.745
H 2.586 -3.024 -0.561
H 3.320 -1.639 0.532
H 3.515 -1.407 -1.216
H -3.480 1.134 -0.617
H -2.267 2.598 -0.575
H -2.643 1.768 0.840
H -1.525 -0.414 -0.462
*
```

The value obtained for the relative energy (zero: lowest compared OMol25 entry of this formula, charge and spin) is 6.655 eV. For the gap between HOMO and LUMO (spin up / spin down), the calculation gives 7.2936 / 7.4121 eV. The electronic energy is -12983.8405 eV.

Atomic partial charges in e from the Mulliken method, atoms 1 to 5: -0.55 0.98 -0.40 0.05 -0.94

The following is a DFT calculation (ωB97M-V/def2-TZVPD) of a cluster of 5 separate species, C32H58N2O10P in total at a distorted geometry.

Geometry as ORCA input:
```
! wB97M-V def2-TZVPD RIJCOSX def2/J DEFGRID3
* xyz 0 2
C -0.057 -0.545 1.495
C -1.559 -1.245 1.270
C -1.270 -2.506 0.210
C -2.118 -1.944 2.646
C -3.445 -1.233 3.295
C -4.877 -1.902 2.859
O -4.823 -2.640 1.557
C -6.213 -2.455 1.028
C -7.446 -3.160 1.900
C -9.020 -2.963 1.379
C -9.389 -2.066 0.020
C -8.140 -1.399 -0.845
C -6.596 -1.616 -0.327
P -3.315 -1.458 5.226
N -4.373 -0.476 5.998
C -3.355 0.377 2.998
C -3.050 0.784 1.440
C -2.127 2.150 1.412
C -4.523 1.234 0.787
N -2.543 -0.339 0.565
O -2.080 0.116 -0.617
H 0.304 -0.207 0.409
H -0.116 0.392 2.225
H 0.709 -1.306 1.950
H -0.643 -2.179 -0.724
H -2.274 -3.060 -0.041
H -0.615 -3.291 0.824
H -1.244 -1.843 3.449
H -2.279 -3.119 2.516
H -5.365 -2.524 3.723
H -5.622 -0.992 2.655
H -7.254 -3.803 2.871
H -9.933 -3.458 1.965
H -10.487 -1.877 -0.361
H -8.324 -0.747 -1.819
H -5.721 -1.134 -0.959
H -1.951 -1.236 5.645
H -3.635 -2.857 5.535
H -4.899 0.111 5.309
H -4.419 0.830 3.289
H -2.572 0.860 3.729
H -2.736 3.034 0.891
H -1.097 2.027 0.869
H -1.873 2.565 2.501
H -5.386 0.489 1.049
H -4.406 1.463 -0.362
H -4.768 2.283 1.302
O 3.089 1.748 1.514
C 3.072 2.359 0.450
O 1.896 2.664 -0.147
C 1.759 3.548 -1.275
C 1.961 2.798 -2.576
C 4.351 2.697 -0.260
H 2.420 4.414 -1.181
H 0.736 3.935 -1.239
H 2.969 2.383 -2.649
H 1.796 3.459 -3.432
H 1.266 1.954 -2.644
H 4.656 1.847 -0.876
H 5.122 2.893 0.491
H 4.289 3.595 -0.872
O 10.694 2.528 1.268
C 9.832 2.401 2.132
O 8.546 2.160 1.786
C 7.507 1.792 2.712
C 6.869 3.023 3.324
C 10.163 2.607 3.581
H 7.879 1.091 3.465
H 6.755 1.250 2.131
H 7.590 3.603 3.906
H 6.041 2.742 3.981
H 6.488 3.686 2.541
H 10.094 3.672 3.819
H 11.188 2.266 3.754
H 9.535 2.033 4.260
O 0.497 -6.560 -1.604
C -0.725 -6.532 -1.493
O -1.339 -7.230 -0.509
C -2.731 -7.102 -0.166
C -3.585 -8.012 -1.026
C -1.570 -5.808 -2.499
H -3.055 -6.058 -0.206
H -2.820 -7.412 0.881
H -3.518 -7.745 -2.084
H -4.634 -7.957 -0.722
H -3.246 -9.050 -0.940
H -1.769 -6.469 -3.347
H -1.016 -4.931 -2.850
H -2.508 -5.432 -2.095
O 4.589 3.442 -4.011
C 4.572 4.053 -5.075
O 3.396 4.358 -5.672
C 3.259 5.242 -6.799
C 3.461 4.492 -8.101
C 5.851 4.391 -5.785
H 3.920 6.108 -6.705
H 2.236 5.629 -6.764
H 4.469 4.077 -8.174
H 3.296 5.153 -8.957
H 2.766 3.648 -8.169
H 6.156 3.541 -6.400
H 6.622 4.587 -5.034
H 5.789 5.289 -6.396
*
```

For the gap between HOMO and LUMO (spin up / spin down), the calculation gives 8.4093 / 8.1730 eV. The electronic energy is -66852.1357 eV. The expectation value of S² is 0.755.

Atomic partial charges in e from the Mulliken method, atoms 1 to 5: -1.15 1.17 -1.38 -1.62 1.06

The following is a DFT calculation (ωB97M-V/def2-TZVPD) of an isolated molecule of C4H9NS at a distorted geometry.

Geometry as ORCA input:
```
! wB97M-V def2-TZVPD RIJCOSX def2/J DEFGRID3
* xyz 0 1
C 0.319 2.389 0.015
C 0.215 0.637 -0.482
C -0.337 -0.946 0.035
C 0.776 -1.912 0.156
N -1.578 -1.138 0.288
S -2.835 -0.052 0.182
H -0.601 2.942 -0.362
H 0.308 2.426 1.163
H 1.174 2.842 -0.414
H -0.282 0.845 -1.419
H 1.276 0.315 -0.502
H 1.731 -1.491 -0.375
H 0.495 -2.829 -0.270
H 0.969 -2.012 1.171
H -1.630 -2.015 0.814
*
```

The value obtained for the relative energy (zero: lowest compared OMol25 entry of this formula, charge and spin) is 3.904 eV. For the gap between HOMO and LUMO, the calculation gives 8.0129 eV. The electronic energy is -16615.5500 eV.

Atomic partial charges in e from the Mulliken method, atoms 1 to 5: -0.83 -0.66 0.70 -1.31 -0.19

The following is a DFT calculation (ωB97M-V/def2-TZVPD) of a cluster of 9 separate species, H17O9 in total at a distorted geometry.

Geometry as ORCA input:
```
! wB97M-V def2-TZVPD RIJCOSX def2/J DEFGRID3
* xyz -1 1
O 1.558 0.316 -0.170
H 1.502 -0.889 1.123
H 0.843 1.089 1.214
O -3.091 1.381 0.756
H -3.096 0.392 0.700
O 2.561 -1.944 -0.457
H 1.802 -1.210 -0.306
H 0.927 -0.458 2.588
O -1.026 1.524 -3.012
H 0.375 -0.771 -0.960
H -0.540 0.749 -2.850
O 0.605 1.305 2.194
H 0.101 2.460 -0.369
H -1.138 1.904 -2.084
O -0.489 -1.233 -1.424
H 2.264 -2.141 -1.273
H -0.387 -2.114 -1.032
O 1.150 -1.220 1.984
H 1.289 1.659 2.685
H -2.201 1.645 0.922
O -2.332 -3.053 0.807
H -1.884 -3.466 -0.111
H -1.650 -2.753 1.508
O 0.860 2.982 -0.738
H 1.654 2.581 -0.469
H 1.774 0.873 -0.799
*
```

The value obtained for the relative energy (zero: lowest compared OMol25 entry of this formula, charge and spin) is 3.358 eV. For the gap between HOMO and LUMO, the calculation gives 9.4192 eV. The electronic energy is -18703.1673 eV.

Atomic partial charges in e from the Mulliken method, atoms 1 to 5: -1.02 0.55 0.46 -0.68 0.34

The following is a DFT calculation (ωB97M-V/def2-TZVPD) of the ion C4H9N2S with charge +1 at a distorted geometry.

Geometry as ORCA input:
```
! wB97M-V def2-TZVPD RIJCOSX def2/J DEFGRID3
* xyz 1 1
C -2.381 0.068 0.077
C -0.165 1.403 0.358
C -0.163 -0.954 0.251
C 1.941 0.179 -0.336
N -1.597 -0.973 -0.065
N 0.421 0.274 -0.387
S -3.879 0.233 -0.152
H -0.262 2.402 -0.154
H 0.336 1.337 1.344
H 0.078 -0.776 1.312
H 0.505 -1.828 -0.011
H 2.240 -0.629 0.417
H 2.284 -0.285 -1.272
H 2.467 1.200 -0.287
H -1.918 -1.880 0.239
H 0.091 0.228 -1.334
*
```

The value obtained for the relative energy (zero: lowest compared OMol25 entry of this formula, charge and spin) is 5.273 eV. For the gap between HOMO and LUMO (spin up / spin down), the calculation gives 7.3785 / 8.3351 eV. The electronic energy is -18098.2541 eV.

Atomic partial charges in e from the Mulliken method, atoms 1 to 5: 0.28 -0.65 -0.61 -0.79 -0.15

The following is a DFT calculation (ωB97M-V/def2-TZVPD) of an isolated molecule of C5H10O5S at a distorted geometry.

Geometry as ORCA input:
```
! wB97M-V def2-TZVPD RIJCOSX def2/J DEFGRID3
* xyz 0 1
C 1.034 -0.267 1.308
C 1.014 0.487 0.020
C -0.315 -1.157 -1.204
C -0.588 -1.910 0.096
C -0.062 1.600 0.182
O 0.882 -0.302 -1.117
O 1.899 -1.318 1.553
O -1.447 -0.542 -1.577
O 0.269 -3.024 0.287
O 0.396 2.751 0.828
S -2.250 -2.006 0.668
H 0.849 0.438 2.160
H 1.961 0.888 -0.279
H 0.039 -1.824 -1.899
H -0.974 1.079 0.535
H -0.260 1.957 -0.746
H 1.906 -1.826 0.707
H -1.391 -0.071 -2.479
H -0.016 -3.850 0.037
H 0.028 2.679 1.754
H -3.104 -1.954 -0.530
*
```

The value obtained for the relative energy (zero: lowest compared OMol25 entry of this formula, charge and spin) is 2.139 eV. For the gap between HOMO and LUMO (spin up / spin down), the calculation gives 7.4297 / 8.3663 eV. The electronic energy is -26414.7715 eV.

Atomic partial charges in e from the Mulliken method, atoms 1 to 5: -0.51 0.73 0.00 0.09 -0.94

The following is a DFT calculation (ωB97M-V/def2-TZVPD) of a structure of composition C27H42CsGeN2O5PS.

Geometry as ORCA input:
```
! wB97M-V def2-TZVPD RIJCOSX def2/J DEFGRID3
* xyz -2 1
Cs -1.111 -0.513 0.835
C 1.934 -1.745 5.003
N 1.702 -2.791 4.022
C 0.786 -3.830 4.466
C 1.735 -2.517 2.687
O 1.343 -3.303 1.837
C 2.315 -1.168 2.297
O 2.135 -0.897 0.928
C 2.976 -1.610 0.082
C 2.499 -1.395 -1.353
O 1.491 -0.771 -1.604
N 3.281 -1.936 -2.344
C 4.272 -2.953 -2.079
C 2.777 -1.864 -3.704
H 2.097 -2.224 5.971
H 1.087 -1.072 5.078
H 2.831 -1.175 4.761
H -0.160 -3.376 4.766
H 1.232 -4.377 5.301
H 0.597 -4.515 3.645
H 3.385 -1.121 2.556
H 1.805 -0.354 2.828
H 2.943 -2.684 0.300
H 4.015 -1.260 0.188
H 3.834 -3.957 -2.019
H 4.803 -2.757 -1.151
H 5.005 -2.952 -2.889
H 2.101 -1.018 -3.795
H 2.230 -2.773 -3.977
H 3.615 -1.737 -4.392
O -0.792 -1.378 3.660
C -1.452 -0.317 3.812
O -2.485 0.006 3.197
C -0.943 0.656 4.863
C -1.411 0.536 6.165
C -0.977 1.387 7.176
C -0.056 2.379 6.861
C 0.415 2.509 5.563
C -0.006 1.660 4.526
S 0.623 1.839 2.901
H -2.134 -0.243 6.386
H -1.355 1.281 8.187
H 0.297 3.059 7.631
H 1.132 3.283 5.316
C -0.296 3.873 -1.402
P 0.327 2.148 -1.177
C 1.987 2.525 -0.488
C 0.698 1.790 -2.945
C 1.867 2.173 -3.599
C 2.087 1.827 -4.927
C 1.135 1.090 -5.620
C -0.030 0.696 -4.972
C -0.244 1.036 -3.642
H 0.418 4.496 -1.949
H -0.491 4.311 -0.421
H -1.239 3.832 -1.949
H 2.479 3.366 -0.986
H 2.606 1.630 -0.565
H 1.860 2.753 0.572
H 2.627 2.737 -3.071
H 3.006 2.129 -5.420
H 1.308 0.815 -6.655
H -0.772 0.098 -5.487
H -1.132 0.653 -3.139
C -5.634 -0.376 -1.276
Ge -4.657 0.081 -2.936
C -6.131 0.110 -4.320
C -4.197 2.015 -2.826
C -3.123 -0.985 -3.141
H -6.509 0.262 -1.132
H -4.985 -0.274 -0.404
H -5.973 -1.415 -1.322
H -6.959 0.776 -4.048
H -6.525 -0.902 -4.450
H -5.729 0.435 -5.284
H -5.066 2.662 -2.969
H -3.456 2.257 -3.594
H -3.748 2.239 -1.856
H -2.590 -0.825 -4.083
H -3.329 -2.052 -3.006
*
```

The value obtained for the relative energy (zero: lowest compared OMol25 entry of this formula, charge and spin) is 0.058 eV. For the gap between HOMO and LUMO, the calculation gives 4.2042 eV. The electronic energy is -119087.3998 eV.

Atomic partial charges in e from the Mulliken method, atoms 1 to 5: 1.15 -1.00 0.16 -1.04 1.09

The following is a DFT calculation (ωB97M-V/def2-TZVPD) of a structure of composition C28H52N5O6PRuSSi2Te at a distorted geometry.

Geometry as ORCA input:
```
! wB97M-V def2-TZVPD RIJCOSX def2/J DEFGRID3
* xyz 2 1
Ru -0.430 0.265 -0.549
O 0.562 5.982 -2.731
C 0.434 4.871 -2.338
C 0.316 3.578 -3.211
O 0.550 3.466 -4.375
C -0.087 2.494 -2.244
C -0.167 3.005 -0.930
O -0.501 2.228 0.016
C 0.316 4.411 -0.852
O 0.648 5.014 0.128
O -0.340 1.281 -2.486
O 1.184 -0.172 0.760
P 2.678 0.084 1.032
N 3.440 0.407 -0.390
C 4.895 0.696 -0.381
C 4.979 2.172 -0.728
C 3.897 2.314 -1.797
C 2.807 1.316 -1.364
N 3.556 -1.165 1.625
C 4.032 -2.263 0.755
C 3.205 -3.459 1.200
C 3.201 -3.280 2.716
C 3.144 -1.758 2.925
N 2.756 1.211 2.207
C 3.986 1.550 2.958
C 3.481 2.470 4.063
C 2.339 3.220 3.385
C 1.658 2.145 2.544
H 5.374 0.098 -1.161
H 5.342 0.426 0.573
H 5.965 2.464 -1.083
H 4.734 2.781 0.145
H 4.287 2.048 -2.778
H 3.515 3.332 -1.857
H 2.412 0.754 -2.212
H 1.984 1.848 -0.880
H 5.090 -2.443 0.960
H 3.923 -2.001 -0.293
H 3.634 -4.408 0.888
H 2.195 -3.377 0.785
H 4.132 -3.671 3.126
H 2.387 -3.795 3.224
H 3.831 -1.450 3.714
H 2.148 -1.406 3.204
H 4.700 2.080 2.322
H 4.472 0.652 3.333
H 4.266 3.131 4.424
H 3.109 1.886 4.907
H 2.735 4.006 2.740
H 1.649 3.678 4.089
H 1.182 2.556 1.657
H 0.892 1.622 3.124
C -2.292 0.355 2.038
Si -3.975 -0.336 1.509
C -4.504 -1.742 2.602
C -5.222 1.042 1.459
C -3.782 -1.001 -0.262
Te -2.857 0.420 -1.523
C -2.803 -0.700 -3.306
Si -4.215 -0.181 -4.501
C -5.818 -0.578 -3.631
C -4.004 1.648 -4.795
C -3.975 -1.204 -6.032
H -2.296 1.444 2.102
H -1.475 0.100 1.334
H -1.975 -0.034 3.007
H -4.673 -1.395 3.622
H -3.755 -2.535 2.640
H -5.439 -2.176 2.249
H -5.249 1.582 2.406
H -6.225 0.653 1.276
H -4.998 1.771 0.677
H -4.764 -1.207 -0.693
H -3.170 -1.903 -0.326
H -2.863 -1.746 -3.006
H -1.841 -0.491 -3.777
H -5.971 0.020 -2.729
H -5.863 -1.634 -3.359
H -6.666 -0.376 -4.287
H -4.329 2.245 -3.940
H -4.594 1.973 -5.653
H -2.960 1.891 -5.008
H -4.037 -2.268 -5.802
H -3.010 -1.010 -6.500
H -4.750 -0.981 -6.765
S -0.335 -1.945 -1.269
C -0.429 -2.919 0.152
N -0.621 -4.228 0.089
C -0.711 -4.843 1.417
C -0.483 -3.633 2.353
N -0.369 -2.511 1.413
H -0.732 -4.726 -0.779
H 0.049 -5.614 1.533
H -1.692 -5.295 1.558
H 0.433 -3.734 2.934
H -1.315 -3.474 3.037
H 0.056 -1.621 1.647
*
```

For the gap between HOMO and LUMO (spin up / spin down), the calculation gives 5.2145 / 5.2541 eV. The electronic energy is -95358.6252 eV.

Atomic partial charges in e from the Mulliken method, atoms 1 to 5: 0.53 -0.41 0.37 0.10 -0.48

The following is a DFT calculation (ωB97M-V/def2-TZVPD) of a structure of composition C35H33Cl2N6O5S2Ti.

Geometry as ORCA input:
```
! wB97M-V def2-TZVPD RIJCOSX def2/J DEFGRID3
* xyz -1 3
Ti -0.402 -0.918 0.180
C -3.805 -1.071 0.279
N -2.705 -0.358 -0.394
C -2.878 -0.542 -1.853
C -2.772 1.050 -0.009
C -3.734 1.888 -0.545
C -3.768 3.235 -0.217
C -2.798 3.733 0.637
C -1.844 2.900 1.195
C -1.833 1.527 0.922
N -0.940 0.611 1.450
C -0.164 0.830 2.562
C -0.510 1.693 3.620
C 0.317 1.886 4.709
C 1.525 1.212 4.812
C 1.847 0.293 3.824
C 1.017 0.073 2.737
N 1.333 -1.004 1.796
C 2.636 -0.790 1.127
C 1.415 -2.287 2.521
H -4.768 -0.755 -0.139
H -3.696 -2.148 0.140
H -3.802 -0.838 1.340
H -3.927 -0.403 -2.134
H -2.244 0.156 -2.389
H -2.566 -1.553 -2.114
H -4.446 1.487 -1.255
H -4.508 3.889 -0.657
H -2.764 4.794 0.855
H -1.066 3.322 1.814
H -1.453 2.221 3.573
H 0.011 2.573 5.489
H 2.190 1.376 5.649
H 2.762 -0.282 3.899
H 3.457 -0.992 1.823
H 2.714 -1.473 0.279
H 2.689 0.227 0.758
H 2.281 -2.301 3.191
H 0.520 -2.439 3.117
H 1.524 -3.091 1.793
Cl 0.527 -5.663 -1.317
C -0.472 -5.181 0.006
C -1.137 -6.170 0.750
C -1.905 -5.857 1.832
Cl -2.699 -7.117 2.742
C -2.049 -4.508 2.236
C -2.746 -4.064 3.385
C -2.768 -2.736 3.705
C -2.120 -1.815 2.852
N -1.491 -2.199 1.763
C -1.416 -3.526 1.458
C -0.591 -3.828 0.316
O -0.004 -2.858 -0.285
H -1.022 -7.204 0.455
H -3.244 -4.794 4.010
H -3.274 -2.366 4.586
H -2.131 -0.751 3.049
S -1.033 2.641 -2.621
C 0.332 3.531 -2.389
N 1.478 3.464 -3.068
C 2.601 4.265 -2.620
C 2.020 5.380 -1.740
S 0.417 4.774 -1.150
H 1.632 2.637 -3.633
H 3.119 4.684 -3.483
H 3.312 3.641 -2.072
H 1.892 6.303 -2.304
H 2.670 5.577 -0.891
O -0.174 -0.811 -1.963
C 0.837 -0.062 -1.787
O 0.916 0.485 -0.629
C 1.861 0.142 -2.786
C 1.694 -0.341 -4.103
C 2.640 -0.114 -5.068
C 3.820 0.601 -4.736
C 4.015 1.057 -3.410
C 3.050 0.824 -2.466
N 4.779 0.857 -5.701
O 5.815 1.501 -5.375
O 4.596 0.435 -6.873
H 0.783 -0.874 -4.344
H 2.514 -0.456 -6.083
H 4.930 1.582 -3.180
H 3.186 1.185 -1.451
*
```

The value obtained for the relative energy (zero: lowest compared OMol25 entry of this formula, charge and spin) is 0.674 eV. For the gap between HOMO and LUMO (spin up / spin down), the calculation gives 4.1013 / 6.5211 eV. The electronic energy is -125843.8517 eV. The expectation value of S² is 2.026.

Atomic partial charges in e from the Mulliken method, atoms 1 to 5: -0.69 -1.53 1.93 -1.38 -0.01